17
Properties=species:S:1:pos:R:3:forces:R:3 method="wB97M-V/def2-TZVPD" total_energy_ha=-629.637191 smiles="C/P=N/CO.C=C" lumo_ha=-0.011
C 0.37745 -1.87679 1.15370 -1.29 1.58 0.51
C -1.70135 -0.80723 -1.20148 0.88 -2.34 -0.56
C -0.62929 -0.31065 -1.74399 1.22 2.03 -0.58
C 0.51422 2.00031 0.64023 2.37 -1.71 0.92
N 0.45813 0.54534 0.54692 1.04 1.62 0.78
O 1.57912 2.57249 -0.06137 2.92 -1.73 -1.38
P -0.03708 -0.20455 1.82523 0.52 -0.82 -0.57
H 1.39731 -1.84859 0.88185 0.90 -0.14 -0.71
H -0.35723 -2.09031 0.40137 0.21 -0.16 -0.65
H 0.21115 -2.53037 1.93005 -0.13 -1.96 1.78
H -2.50199 -0.15792 -1.06232 -1.67 0.43 0.38
H -1.67093 -1.88905 -0.97690 -0.77 0.80 0.14
H 0.35783 -0.71123 -1.84173 0.07 -1.04 -0.15
H -0.57111 0.74958 -1.99352 -0.35 -0.04 -0.03
H -0.30657 2.34189 0.17739 -3.35 1.51 -1.42
H 0.58631 2.34621 1.66238 -0.23 0.16 0.50
H 2.29404 1.87089 -0.33781 -2.34 1.82 1.04